(1)
An isolated ion of composition C5H10NO and charge -2. Source: the OMol25 dataset; level of theory: wB97M-V/def2-TZVPD.

```
! wB97M-V def2-TZVPD RIJCOSX def2/J DEFGRID3
* xyz -2 2
C -1.46838 1.52585 -0.76005
O -1.81044 2.75827 -0.43716
C -0.25389 0.89472 0.07296
C 0.39312 -0.28219 -0.63355
C 0.97644 -1.40414 0.20917
C 0.48069 -2.65276 0.21867
N 1.76644 -0.93074 1.27448
H -2.26038 0.72924 -0.64282
H -1.14630 1.32596 -1.83135
H 0.39530 1.73750 0.30074
H -0.72526 0.54619 0.99980
H 1.22684 0.09174 -1.25668
H -0.30976 -0.73946 -1.33206
H 0.83033 -3.37244 0.95673
H -0.12578 -3.02648 -0.59598
H 1.43879 -0.05453 1.66754
H 1.97546 -1.58702 2.01344
*
```

Values from the calculation:
Highest occupied orbital energy (alpha / beta) = 0.146 / 0.001 Eh
Energy = -8879.67818 eV
HOMO-LUMO gap (alpha / beta) = 3.3 / 6.9 eV

=====

(2)
A 2-piece molecular cluster, C5H8F4N2O overall. Source: the OMol25 dataset; level of theory: wB97M-V/def2-TZVPD.

```
! wB97M-V def2-TZVPD RIJCOSX def2/J DEFGRID3
* xyz 0 1
N 0.14425 -0.21886 2.68151
C 0.31074 -0.39503 1.35742
N -0.37151 0.36858 0.59700
C -0.29475 0.33053 -0.85292
C 0.07260 1.75569 -1.25240
F -1.00369 2.62170 -0.95855
F 1.13853 2.23036 -0.75865
F 0.13397 1.83440 -2.58887
C 0.73495 -0.59188 -1.36769
C 0.81102 -1.78610 -0.37363
O 1.13705 -1.44231 1.02510
H -0.75830 0.22223 2.79025
H 0.53252 -0.92318 3.30136
H -1.14107 0.10167 -1.40301
H 1.70514 -0.08224 -1.20041
H 0.57524 -0.82171 -2.38680
H -0.16212 -2.39173 -0.27229
H 1.52523 -2.55649 -0.68055
F -2.96399 0.73750 1.16479
H -2.12580 1.00688 1.17834
*
```

Values from the calculation:
Highest occupied orbital energy = -0.360 Eh
SMILES = NC1=N[C@@H](C(F)(F)F)CCO1.F
Energy = -21212.53987 eV
HOMO-LUMO gap = 10.5 eV

=====

(3)
A 11-piece molecular cluster, C24H66F3O22 overall. Source: the OMol25 dataset; level of theory: wB97M-V/def2-TZVPD.

```
! wB97M-V def2-TZVPD RIJCOSX def2/J DEFGRID3
* xyz -1 1
C -0.23257 -0.31517 -0.60572
O -1.11591 -0.20086 0.54184
O -0.98389 0.32847 -1.60867
C 1.21961 0.28876 -0.11738
F 1.48541 -0.27512 1.05297
F 2.27176 -0.00651 -0.92261
F 1.25268 1.56655 0.22465
C -0.95431 -1.08554 1.63228
C -2.31968 -1.05850 2.36574
H -2.49365 -1.88729 3.05198
H -2.61366 -0.13913 2.87215
H -3.15177 -1.17700 1.67171
H -0.21713 -0.66465 2.31604
H -0.77512 -2.12535 1.35881
H -0.22122 -1.36126 -0.91175
C -3.23273 -2.58676 -1.77287
C -2.80350 -3.52687 -2.90073
O -1.37482 -3.41642 -3.11027
O -3.49043 -1.30034 -2.20345
H -2.52843 -2.76103 -0.95943
H -4.18276 -2.95192 -1.38277
H -3.28099 -3.39697 -3.87193
H -3.00786 -4.53752 -2.54731
H -1.18425 -2.54506 -3.46528
H -2.67703 -0.80036 -2.10346
C 3.38036 1.58409 3.60193
C 3.44743 2.75056 2.61540
O 4.33945 3.84723 2.75574
O 3.25740 2.06136 4.95394
H 4.37766 1.14423 3.60157
H 2.54983 0.89991 3.42811
H 2.49630 3.28296 2.61366
H 3.79884 2.35397 1.66287
H 3.91679 4.55051 3.25410
H 2.99062 1.19710 5.27560
C 0.32569 -4.38290 5.38782
C 0.19871 -4.16012 3.84890
O -1.08111 -4.49125 3.37708
O -0.42042 -5.44629 6.06841
H 0.12228 -3.36496 5.72025
H 1.38558 -4.46759 5.62774
H 0.84178 -4.89242 3.36073
H 0.23914 -3.10083 3.59518
H -1.49011 -4.99380 4.08543
H -1.36462 -5.27327 6.05595
C 3.34935 -3.26754 -3.82981
C 4.28011 -2.11775 -3.37733
O 4.53093 -1.43790 -4.58278
O 3.78298 -4.00811 -4.94670
H 2.37200 -2.82896 -4.03117
H 3.10399 -4.07675 -3.14201
H 5.28388 -2.40729 -3.06634
H 3.74486 -1.48879 -2.66597
H 4.69066 -2.16098 -5.19370
H 3.40062 -4.88686 -4.89008
C 0.99272 -0.55634 -4.67511
C 0.83121 0.93686 -4.91547
O 0.83583 1.54840 -3.68974
O -0.17420 -1.14669 -4.07558
H 1.80215 -0.61019 -3.94708
H 1.33500 -1.13008 -5.53637
H -0.05255 1.31922 -5.42623
H 1.68361 1.19594 -5.54347
H 0.01905 1.26418 -3.27298
H -0.37032 -0.77952 -3.21052
C -5.37414 1.75701 4.09405
C -4.95161 3.21994 4.22966
O -4.87647 3.66691 2.93419
O -5.40499 1.30064 5.47113
H -4.69597 1.12733 3.51812
H -6.37058 1.68620 3.65795
H -3.96354 3.25733 4.68838
H -5.57195 3.75728 4.94698
H -3.99975 3.48530 2.58782
H -6.15318 0.69928 5.48471
C 1.47853 -4.92657 0.58330
C 0.39765 -4.92747 -0.59995
O 0.84686 -3.93204 -1.56320
O 2.78957 -5.16878 0.13131
H 1.18106 -5.64584 1.34635
H 1.40612 -3.97233 1.10512
H -0.52800 -4.51808 -0.19539
H 0.36184 -5.91581 -1.05823
H 0.06523 -3.65380 -2.04614
H 3.09642 -4.67739 -0.63419
C 3.15051 3.76299 -0.73110
C 3.38049 3.98302 -2.20261
O 4.62059 3.56879 -2.87537
O 3.82668 4.68807 0.15011
H 3.61940 2.78132 -0.66361
H 2.07683 3.79492 -0.54593
H 3.46802 5.06882 -2.24120
H 2.54542 3.56268 -2.76302
H 4.53834 2.69276 -3.25931
H 3.89185 4.45541 1.07921
C -3.10458 4.21857 -2.81994
C -1.84384 3.52058 -3.49580
O -0.71057 3.54670 -2.69813
O -2.88585 5.60938 -2.67136
H -3.45620 3.73627 -1.90788
H -3.90263 4.16355 -3.56034
H -1.55352 4.03090 -4.41416
H -2.06503 2.47497 -3.70997
H -0.45520 2.62915 -2.57783
H -2.18273 5.91071 -3.25139
C -1.82660 2.84945 1.37276
C -0.88974 2.84148 2.53101
O -1.03866 3.86505 3.57732
O -2.98039 2.05600 1.60108
H -1.29004 2.45526 0.50973
H -2.11461 3.88604 1.19777
H 0.13999 2.91422 2.18104
H -0.87399 1.86272 3.01047
H -1.36877 4.74817 3.39645
H -2.58951 1.17946 1.62347
*
```

Values from the calculation:
Highest occupied orbital energy = -0.235 Eh
Energy = -79148.76855 eV
HOMO-LUMO gap = 8.1 eV

=====

(4)
C42H36BrGeN5O2SSeTi as an isolated structure. Source: the OMol25 dataset; level of theory: wB97M-V/def2-TZVPD.

```
! wB97M-V def2-TZVPD RIJCOSX def2/J DEFGRID3
* xyz 2 1
Ti 1.16325 -2.06878 1.07448
C 0.62251 -0.84568 -3.73910
N 0.02415 -1.95428 -2.98666
C -1.21762 -2.49291 -3.26992
C -1.43196 -3.49620 -2.39978
N -0.30479 -3.57414 -1.59534
C 0.56603 -2.60868 -1.95720
S 2.11247 -2.33262 -1.24898
C -0.05354 -4.59978 -0.63971
C -0.50254 -5.86901 -0.94343
C -0.22312 -6.90179 -0.06523
C 0.53741 -6.62106 1.05343
C 0.95226 -5.32208 1.26980
N 0.64193 -4.28865 0.46472
H 0.74326 -1.14745 -4.77658
H 1.59401 -0.61987 -3.30935
H -0.02483 0.02827 -3.66898
H -1.83404 -2.10432 -4.06010
H -2.28110 -4.13902 -2.26538
H -1.02415 -6.05199 -1.87061
H -0.56794 -7.90486 -0.27352
H 0.81628 -7.38988 1.75828
H 1.54308 -5.08470 2.14109
Br 4.57179 -4.35755 6.27796
C 3.57157 -3.79570 4.80284
C 2.18627 -3.68935 4.91892
C 1.44986 -3.24080 3.83665
C 2.08676 -2.92463 2.63161
C 3.47600 -3.05017 2.52929
C 4.22325 -3.47658 3.61713
H 1.70206 -3.93469 5.85348
H 0.37667 -3.11992 3.94755
H 4.00268 -2.79628 1.61149
H 5.29891 -3.55847 3.55037
O 0.02407 -0.95916 2.26017
C -0.80675 -0.84744 1.28837
O -0.72980 -1.80107 0.43762
C -1.59017 0.36674 1.03262
C -0.67740 1.20100 0.11339
Ge -1.57612 2.57211 -0.98224
C -3.24441 1.80708 -1.59087
C -3.20951 0.61233 -2.31209
C -4.37602 0.00855 -2.75512
C -5.60421 0.59616 -2.47895
C -5.65713 1.77713 -1.75552
C -4.48414 2.37566 -1.30955
C -0.37777 2.74074 -2.49372
C 0.98592 2.96741 -2.28611
C 1.86516 3.05627 -3.35674
C 1.38939 2.91757 -4.65477
C 0.03617 2.70560 -4.87810
C -0.84231 2.61776 -3.80378
C -1.81323 4.19677 0.01821
C -2.40329 5.30575 -0.59165
C -2.56577 6.49367 0.10518
C -2.14012 6.58795 1.42288
C -1.55114 5.49649 2.04153
C -1.38967 4.30784 1.34161
H -1.80277 0.88347 1.96765
H -2.52542 0.08393 0.53913
H -0.20470 0.54549 -0.62968
H 0.12823 1.65344 0.69887
H -2.25090 0.15480 -2.53944
H -4.33854 -0.91140 -3.32524
H -6.51744 0.13479 -2.82840
H -6.61200 2.23529 -1.53930
H -4.54452 3.29396 -0.73823
H 1.36893 3.10475 -1.27497
H 2.91569 3.25223 -3.18528
H 2.06985 2.99599 -5.49174
H -0.33739 2.62056 -5.88970
H -1.89498 2.44501 -3.99415
H -2.73163 5.25480 -1.62396
H -3.02073 7.34652 -0.37922
H -2.26751 7.51393 1.96627
H -1.22018 5.57140 3.06865
H -0.93334 3.46375 1.84650
Se 2.99821 0.42345 -0.42453
N 2.45075 -0.43135 1.10299
C 2.74126 0.38338 2.13499
C 2.51072 0.13900 3.51649
C 2.90215 1.08138 4.41324
C 3.52634 2.31632 4.03680
C 3.75890 2.59613 2.73739
C 3.37164 1.62825 1.75357
N 3.57102 1.80794 0.46429
H 2.04312 -0.77276 3.85218
H 2.73794 0.89126 5.46609
H 3.81541 3.01568 4.80791
H 4.23330 3.50931 2.40925
*
```

Values from the calculation:
Highest occupied orbital energy = -0.481 Eh
Energy = -281527.86976 eV
HOMO-LUMO gap = 6.3 eV

=====

(5)
An isolated ion of composition C4H5N2 and charge +1. Source: the OMol25 dataset; level of theory: wB97M-V/def2-TZVPD.

```
! wB97M-V def2-TZVPD RIJCOSX def2/J DEFGRID3
* xyz 1 1
C 1.07314 -0.47017 0.70031
C 0.72549 -1.32606 -0.24830
C -0.27879 -0.93288 -1.04263
N -0.92622 0.16684 -0.76001
C -0.84302 0.97411 0.26379
N 0.73533 0.77009 0.82971
H 1.13170 -2.25381 -0.36248
H -0.51837 -1.74153 -1.67404
H -0.81281 1.99048 0.11746
H -1.57060 0.93770 1.10670
H 1.38875 1.52913 0.85920
*
```

Values from the calculation:
Highest occupied orbital energy (alpha / beta) = -0.540 / -0.540 Eh
SMILES = C1=CC=NC[NH+]=1
Energy = -7196.82065 eV
HOMO-LUMO gap (alpha / beta) = 7.5 / 7.5 eV

=====

(6)
C61H57ClN5O4SSbSn as an isolated structure. Source: the OMol25 dataset; level of theory: wB97M-V/def2-TZVPD.

```
! wB97M-V def2-TZVPD RIJCOSX def2/J DEFGRID3
* xyz -2 1
Sn 0.27075 0.75776 -0.37659
C -0.80720 -2.16384 2.88593
C -0.73830 -1.18205 1.72161
N 0.62158 -1.00516 1.30112
N 1.39129 -0.60265 2.35240
C 1.99642 0.55285 2.28722
O 1.88483 1.44431 1.39249
C 2.90909 0.84486 3.44969
C 3.14188 -0.08535 4.46058
C 3.99704 0.21456 5.50971
C 4.63544 1.44994 5.56344
C 4.40698 2.37950 4.55832
C 3.54982 2.07727 3.50713
C -1.61668 -1.54569 0.47831
C -2.93467 -2.16767 0.87114
C -3.99817 -2.00171 0.06062
C -3.95451 -1.08520 -1.03715
C -2.89310 -0.18543 -1.00476
N -1.83213 -0.29720 -0.23716
H -0.08330 -1.84720 3.63338
H -0.53632 -3.15828 2.52706
H -1.79455 -2.21081 3.33078
H 2.63940 -1.04148 4.39999
H 4.16983 -0.51784 6.29005
H 5.30540 1.68346 6.38300
H 4.90014 3.34430 4.59184
H 3.35284 2.78077 2.70842
H -2.97981 -2.84282 1.71418
H -4.92142 -2.53564 0.27464
H -4.81791 -0.89346 -1.65877
H -2.92660 0.71318 -1.61544
C -3.17620 -0.03188 3.45717
C -2.32825 0.67587 2.43535
O -1.10291 0.19686 2.17940
C -2.74208 1.85362 1.93104
C -2.20259 2.80130 0.95372
C -2.93171 4.12606 0.92856
N -1.23650 2.60770 0.12133
N -1.05091 3.67430 -0.75572
C 0.12726 3.65710 -1.32985
O 1.09288 2.87615 -1.10045
C 0.33123 4.72375 -2.37523
C 1.55164 4.78146 -3.03730
C 1.77815 5.73874 -4.01733
C 0.78298 6.64906 -4.34569
C -0.44002 6.59442 -3.68667
C -0.66502 5.63636 -2.70988
H -2.58817 -0.22956 4.35581
H -4.03500 0.58464 3.71943
H -3.54091 -0.97935 3.06390
H -3.68826 2.18770 2.33940
H -3.76346 4.12353 1.63126
H -2.24566 4.93534 1.18485
H -3.28755 4.34057 -0.07875
H 2.30573 4.05420 -2.76782
H 2.73157 5.76919 -4.53156
H 0.95445 7.39170 -5.11629
H -1.22490 7.29654 -3.94351
H -1.61369 5.57050 -2.19468
Cl 9.30011 -2.75819 -2.07801
C 7.66906 -2.13831 -2.00079
C 6.86737 -2.18473 -3.13659
C 5.58186 -1.69232 -3.07674
C 5.06049 -1.13651 -1.88136
C 3.75433 -0.63883 -1.81964
C 5.90825 -1.11900 -0.74545
C 7.19404 -1.61090 -0.80453
H 7.25743 -2.61001 -4.05186
H 4.94278 -1.73504 -3.95051
H 3.10514 -0.67403 -2.68067
H 3.35117 -0.21905 -0.91019
H 5.52430 -0.71137 0.18142
H 7.83420 -1.59476 0.06733
S -0.55778 0.80926 -3.08212
Sb -1.00793 -1.46387 -3.42991
C -1.67601 -3.54338 -3.28631
C -2.89842 -4.04908 -3.71492
C -3.12684 -5.42156 -3.76220
C -2.13018 -6.30841 -3.38584
C -0.90487 -5.81660 -2.95571
C -0.68254 -4.44822 -2.90842
C 0.55659 -1.95552 -4.82048
C 1.60954 -1.06198 -4.98223
C 2.59642 -1.29180 -5.93481
C 2.52467 -2.41043 -6.75258
C 1.46075 -3.29328 -6.61754
C 0.48319 -3.06734 -5.65721
C -2.52870 -0.91684 -4.92833
C -3.90812 -0.96209 -4.74681
C -4.78243 -0.49953 -5.72605
C -4.28776 0.01615 -6.91339
C -2.91297 0.09215 -7.10083
C -2.04692 -0.35747 -6.11441
H -3.69115 -3.38294 -4.01527
H -4.09128 -5.79288 -4.08929
H -2.30905 -7.37686 -3.41658
H -0.12289 -6.49650 -2.63853
H 0.27224 -4.07536 -2.55733
H 1.62837 -0.16314 -4.37482
H 3.41293 -0.58756 -6.04367
H 3.28775 -2.58891 -7.50099
H 1.39111 -4.16215 -7.26182
H -0.33760 -3.76803 -5.56196
H -4.32122 -1.29597 -3.80222
H -5.85160 -0.53125 -5.55009
H -4.96576 0.37616 -7.67831
H -2.51161 0.51854 -8.01297
H -0.97828 -0.25770 -6.26820
C 1.22072 -7.22009 2.21962
C 0.70214 -6.06448 1.40613
C 1.54154 -5.05798 0.96080
C 1.08356 -3.94535 0.25804
C 2.17567 -3.02639 -0.23589
C -0.29710 -3.79723 0.00620
C -0.94144 -2.54789 -0.59351
O -0.17221 -1.86706 -1.55665
C -1.13525 -4.88072 0.34135
C -2.58688 -5.01167 -0.07493
C -0.63171 -5.96894 1.05095
H 2.27302 -7.41246 2.00577
H 0.65708 -8.13242 2.01431
H 1.13645 -7.01585 3.29028
H 2.60847 -5.12924 1.15370
H 2.89774 -3.62210 -0.80597
H 2.69880 -2.57103 0.60579
H 1.79107 -2.23520 -0.86288
H -1.85756 -2.89365 -1.07989
H -3.26367 -4.80657 0.75678
H -2.75981 -6.03807 -0.40517
H -2.87115 -4.34707 -0.88613
H -1.31073 -6.77954 1.30339
*
```

Values from the calculation:
Highest occupied orbital energy (alpha / beta) = -0.056 / -0.041 Eh
Energy = -115546.86277 eV
HOMO-LUMO gap (alpha / beta) = 5.2 / 4.5 eV

=====

(7)
A 11-piece molecular cluster, C5H35N3O10 overall. Source: the OMol25 dataset; level of theory: wB97M-V/def2-TZVPD.

```
! wB97M-V def2-TZVPD RIJCOSX def2/J DEFGRID3
* xyz 2 1
C -2.80021 -0.95524 -1.61050
C -1.59068 -0.37955 -0.76225
C -1.45812 1.15095 -0.99126
C -0.13240 1.69415 -1.56612
N 2.52828 -0.52333 -0.63007
C 1.75885 0.23133 -1.38784
N 0.98150 1.10395 -0.77576
N -1.88185 -0.78387 0.69188
H -2.51120 -1.18655 -2.63717
H -3.24835 -1.92801 -1.32643
H -3.65717 -0.34872 -1.41224
H -0.71522 -0.90847 -1.07158
H -2.24107 1.40460 -1.71907
H -1.61323 1.53623 0.02909
H -0.04587 1.54764 -2.62691
H -0.23597 2.83975 -1.52567
H 2.64362 -0.20819 0.33725
H 3.02994 -1.31884 -1.04616
H 1.82090 0.12438 -2.47645
H 1.09110 1.22818 0.24070
H -2.71746 -0.20441 0.74032
H -1.18402 -0.39446 1.33265
H -1.73839 -1.78386 0.94207
H 2.32316 1.40326 2.06758
H 1.26994 0.27925 2.63238
O 1.82554 0.57529 1.90329
H -0.72412 -3.57159 1.52983
H -2.20504 -4.04162 1.79175
O -1.65121 -3.26512 1.66850
H -1.09900 2.66494 3.13047
H 0.06380 2.35731 2.42397
O -0.82000 1.95107 2.52462
H -4.86456 -1.14225 2.44355
H -5.33749 -0.16881 1.36958
O -4.54105 -0.59283 1.71974
H -0.85132 -0.15883 3.75971
H -0.99084 -1.66432 3.34420
O -0.43402 -0.87637 3.27265
H 4.97257 -1.62240 -2.13222
H 4.00177 -2.66732 -2.83809
O 4.07863 -1.97564 -2.17575
H 0.86311 -5.23902 1.73280
H 1.04667 -4.68185 0.30992
O 0.73929 -4.45129 1.19141
H 2.87348 3.26307 1.15153
H 2.65948 4.17491 2.17874
O 2.32067 3.28213 1.98666
H 3.87623 3.99515 -0.80657
H 2.73903 2.84966 -1.08686
O 3.34149 3.27368 -0.46053
H -0.75231 0.59176 -5.40692
H -0.28903 2.19905 -5.13691
O -0.51782 1.32111 -4.83752
*
```

Values from the calculation:
Highest occupied orbital energy = -0.593 Eh
Energy = -30685.21306 eV
HOMO-LUMO gap = 11.2 eV